# 1
Formula: C56H35ClI4N5OPt
Source: OMol25
Level of theory: ωB97M-V with the def2-TZVPD basis set

```
103
Properties=species:S:1:pos:R:3:lowdin_spin:R:1
Pt 0.232 -0.549 0.061 0.012
I -2.961 1.983 7.269 0.000
I 5.658 2.843 -7.243 0.000
I -5.309 -8.448 0.240 0.000
I 7.575 -4.631 4.832 0.002
Cl -7.564 4.395 -1.613 0.000
O 0.880 0.919 2.522 0.002
N 0.134 1.216 -0.939 0.004
N 0.468 -2.330 0.949 0.068
N -1.820 -0.700 0.409 0.005
N 2.175 -0.595 -0.403 0.071
N 0.665 0.576 3.739 0.000
C -0.763 2.178 -0.780 0.093
C 4.429 -0.833 -0.185 0.027
C 6.090 -3.969 2.288 -0.002
C -5.027 3.457 -1.629 0.001
C -1.780 -3.180 0.591 0.053
C -2.855 1.657 2.402 0.007
C -2.896 0.601 4.581 0.000
C 4.010 -2.749 2.105 0.022
C 0.296 2.653 -2.698 0.064
C -3.808 -6.214 1.607 0.001
C -2.892 2.897 3.043 0.001
C -0.473 -3.321 1.053 0.027
C -1.439 2.325 0.541 0.016
C 4.495 2.240 -5.626 0.001
C -0.704 3.090 -1.872 0.036
C -3.783 -6.058 -0.797 0.000
C 3.425 0.502 -4.375 0.003
C 0.880 1.507 -2.076 0.047
C 3.144 -1.216 0.331 -0.037
C 5.072 -3.430 1.515 0.012
C 2.891 -2.184 1.309 0.201
C 0.802 1.478 4.742 0.000
C 4.192 0.897 -5.460 0.001
C -2.917 2.999 4.422 0.000
C 0.242 -0.179 6.378 0.000
C 0.097 -1.088 5.343 0.000
C -4.070 -0.488 0.156 0.028
C -3.982 2.349 0.256 0.002
C -3.014 -4.907 -0.707 0.002
C 1.411 -4.114 1.991 0.010
C 2.138 0.969 -2.300 0.045
C -3.936 2.827 -1.049 0.004
C 0.594 1.124 6.055 0.000
C -6.192 3.601 -0.898 0.001
C 2.784 0.106 -1.398 0.046
C 1.626 -2.793 1.472 -0.033
C -2.393 -1.971 0.259 0.035
C 4.037 3.184 -4.719 0.000
C 3.981 -2.633 3.494 0.014
C -2.777 1.615 0.861 0.017
C 0.127 -4.454 1.690 -0.040
C -6.280 3.112 0.393 0.000
C -3.792 -1.823 0.070 0.055
C -2.858 0.515 3.191 0.001
C 6.048 -3.829 3.667 0.009
C 2.940 1.435 -3.463 0.004
C 4.995 -3.163 4.276 -0.001
C 4.203 -0.061 -1.280 -0.041
C -2.628 -4.404 0.531 0.005
C -3.037 -5.064 1.684 0.003
C -2.917 1.841 5.190 0.000
C 0.298 -0.696 4.037 0.000
C -5.177 2.490 0.958 0.001
C -4.172 -6.710 0.364 0.002
C -2.839 0.171 0.406 0.082
C 3.261 2.778 -3.644 0.002
H -2.917 -0.302 5.176 0.000
H 5.381 -1.133 0.219 0.002
H -5.037 -0.019 0.109 0.000
H 5.092 -3.558 0.440 0.000
H -4.974 3.826 -2.644 0.000
H -2.925 3.806 2.454 0.000
H -5.262 2.104 1.966 0.000
H -3.049 2.680 -1.648 0.002
H -0.710 1.968 1.273 0.001
H -7.202 3.216 0.950 0.000
H -1.295 3.986 -1.980 0.000
H 1.085 2.463 4.404 0.000
H 0.706 1.882 6.817 0.000
H 0.076 -0.469 7.405 0.000
H 4.551 0.162 -6.167 0.000
H 4.937 0.398 -1.922 -0.003
H 3.187 -0.546 -4.238 0.001
H -2.706 -4.394 -1.609 0.000
H 2.162 -4.726 2.462 0.001
H 0.188 -1.336 3.177 0.000
H 3.156 -2.110 3.964 0.001
H -2.766 -4.664 2.654 0.000
H -4.075 -6.441 -1.765 0.000
H -4.494 -2.630 -0.061 0.002
H 0.633 3.113 -3.612 0.002
H 2.924 3.511 -2.922 0.000
H -1.586 3.391 0.724 0.002
H 4.293 4.228 -4.838 0.000
H -0.358 -5.396 1.882 -0.002
H 6.903 -4.503 1.817 0.000
H 4.965 -3.055 5.352 0.000
H -2.838 -0.465 2.731 0.000
H -4.128 -6.714 2.511 0.000
H -2.951 3.971 4.894 0.000
H -0.182 -2.116 5.528 0.000
```

Computed properties:
E_tot in Ha: -4274.317821
⟨S²⟩: 0.90
HOMO level (spin up / spin down) in eV: -6.4 / -7.4
Total charge: 0
Orbital gap (spin up / spin down) in eV: 5.3 / 5.7
Multiplicity: 2
ΔE to the lowest compared entry with this formula, charge and spin in kcal per mole: 2.5



# 2
Formula: C34H29AuNO4Sb2
Source: OMol25
Level of theory: ωB97M-V with the def2-TZVPD basis set

```
71
Properties=species:S:1:pos:R:3:mulliken_charge:R:1
Au 0.302 0.010 -0.122 0.895
Sb 0.680 -2.714 0.502 2.224
Sb 2.848 -0.102 -0.471 1.281
O -1.548 -1.468 0.153 -0.642
O 0.246 4.151 -0.550 -0.636
O 0.964 2.050 -0.413 -0.638
O -3.772 -1.516 0.437 -0.673
N -1.547 1.164 -0.096 -0.231
C -0.505 -4.273 -0.207 0.560
C -2.728 0.579 0.083 0.304
C 4.925 3.536 -1.451 -0.808
C -2.716 -0.943 0.239 0.021
C 5.689 3.793 -0.322 -0.452
C 3.038 -1.311 -5.184 -0.510
C -1.841 -4.352 0.174 -0.487
C 2.887 -0.598 -2.505 0.553
C -2.023 -6.419 -1.047 -0.492
C 4.012 1.609 -0.375 0.684
C -0.572 -2.623 5.201 -0.545
C 4.760 1.868 0.769 -0.586
C 4.187 -1.315 -4.403 -0.702
C -0.563 -1.426 4.502 -0.710
C 0.013 2.977 -0.412 -0.092
C 4.073 2.444 -1.483 -0.239
C 0.129 -2.585 2.516 0.910
C 5.608 2.965 0.788 -0.647
C 1.822 -0.945 -4.632 -0.737
C -0.217 -1.406 3.159 -0.529
C -0.700 -6.320 -1.446 -0.665
C 1.744 -0.587 -3.292 -0.594
C -3.765 2.726 0.009 -0.276
C 2.620 -3.575 0.751 -1.366
C 3.739 -3.050 -0.131 -0.615
C -2.517 3.308 -0.173 -0.655
C 4.112 -0.958 -3.067 -0.454
C -1.411 2.480 -0.220 0.691
C -0.231 -3.805 4.562 -0.689
C -2.592 -5.439 -0.244 -0.815
C 4.156 -1.630 0.233 -1.284
C 0.065 -5.240 -1.031 -0.467
C 0.120 -3.788 3.220 -0.486
C -3.879 1.349 0.140 -0.608
H 2.834 -3.404 1.808 0.528
H -0.229 -0.460 2.629 0.131
H 6.199 3.173 1.669 0.413
H 2.461 -4.645 0.608 0.608
H 4.695 1.230 1.642 0.342
H -2.381 4.375 -0.277 0.533
H -0.833 -0.505 5.000 0.431
H 0.784 -0.290 -2.885 0.405
H -2.300 -3.576 0.767 0.283
H 3.471 -3.104 -1.191 0.217
H 3.097 -1.591 -6.227 0.400
H -4.831 0.859 0.286 0.537
H -3.629 -5.514 0.050 0.449
H 6.349 4.650 -0.303 0.404
H 4.605 -3.706 -0.012 0.538
H -0.263 -7.079 -2.082 0.423
H -0.852 -2.637 6.246 0.404
H 4.985 4.193 -2.307 0.415
H 3.472 2.256 -2.363 0.420
H 0.370 -4.723 2.729 0.337
H 4.287 -1.517 1.310 0.700
H 5.139 -1.592 -4.834 0.432
H -4.649 3.347 0.051 0.439
H 5.020 -0.950 -2.474 0.307
H 0.930 -0.933 -5.243 0.433
H -2.619 -7.261 -1.371 0.396
H 5.095 -1.337 -0.238 0.511
H 1.098 -5.166 -1.353 0.355
H -0.242 -4.742 5.102 0.414
```

Computed properties:
E_tot in Ha: -2284.634348
HOMO level (spin up / spin down) in eV: -10.9 / -10.9
Total charge: +1
Orbital gap (spin up / spin down) in eV: 5.8 / 5.8
ΔE to the lowest compared entry with this formula, charge and spin in kcal per mole: 39.1



# 3
Formula: CH3N2O3S
Source: OMol25
Level of theory: ωB97M-V with the def2-TZVPD basis set

```
10
Properties=species:S:1:pos:R:3:mulliken_charge:R:1
S -0.992 -0.939 0.449 1.190
O -0.767 0.694 0.717 -0.109
O -1.959 -1.503 1.314 -0.350
O -0.144 -1.532 -0.472 -0.258
N 2.388 -0.100 -0.130 -0.359
N -1.978 0.514 -0.244 -0.141
C 3.467 0.259 -0.301 0.063
H -1.753 1.093 -1.047 0.339
H -2.821 0.934 0.131 0.323
H 4.560 0.581 -0.415 0.304
```

Computed properties:
E_tot in Ha: -772.841957
HOMO level in eV: -16.0
Total charge: +1
Orbital gap in eV: 9.6
ΔE to the lowest compared entry with this formula, charge and spin in kcal per mole: 61.6



# 4
Formula: C2H3NO2S2
Source: OMol25
Level of theory: ωB97M-V with the def2-TZVPD basis set

```
10
Properties=species:S:1:pos:R:3:mulliken_charge:R:1
S 0.862 -0.829 -0.564 -0.239
S -1.358 -2.548 -0.316 0.713
O -1.823 -1.529 0.628 -0.417
O -1.926 -2.375 -1.637 -0.394
N 1.325 1.832 1.734 -0.427
C 0.672 1.407 0.838 0.529
C 0.033 0.754 -0.115 -0.661
H -0.942 1.005 -0.393 0.436
H 1.177 -0.379 -1.677 0.147
H 1.980 2.663 1.503 0.314
```

Computed properties:
E_tot in Ha: -1079.535183
HOMO level in eV: -9.4
Total charge: 0
Orbital gap in eV: 8.7
ΔE to the lowest compared entry with this formula, charge and spin in kcal per mole: 53.7



# 5
Formula: C5H12N4O3
Source: OMol25
Level of theory: ωB97M-V with the def2-TZVPD basis set

```
24
Properties=species:S:1:pos:R:3:mulliken_charge:R:1
O 2.138 0.463 -0.164 -0.426
O -1.331 0.799 -0.179 -0.240
O 3.275 -0.764 -1.738 -0.624
N -0.053 0.833 3.090 -0.494
N -0.317 1.066 0.748 -0.355
N 0.498 -2.125 -0.244 -0.589
N -2.259 1.680 2.124 -0.440
C -0.954 1.171 1.950 0.219
C 2.289 -0.611 -0.958 0.560
C -0.145 -0.730 -2.038 -0.875
C 0.972 -1.460 -1.334 -0.074
C -0.822 0.582 -1.495 -0.609
H -2.687 1.613 1.161 0.321
H -0.195 1.506 -1.859 0.304
H -1.444 0.706 -2.451 0.373
H 0.197 -1.580 0.617 0.231
H -0.974 -1.414 -2.101 0.400
H 0.257 -0.523 -2.943 0.450
H -2.869 1.460 2.826 0.237
H -0.259 1.573 3.890 0.267
H 1.215 0.305 0.176 0.358
H 0.933 0.688 2.664 0.278
H 1.442 -2.241 -1.875 0.447
H 1.094 -2.996 0.136 0.282
```

Computed properties:
E_tot in Ha: -642.313362
HOMO level in eV: -8.6
SMILES string: NC(N)=NOCC[C@H](N)C(=O)O
Total charge: 0
Orbital gap in eV: 9.0
ΔE to the lowest compared entry with this formula, charge and spin in kcal per mole: 113.9